[1]
2 unconnected molecules or ions with the total composition C2H4N2O2, computed with ωB97M-V with the def2-TZVPD basis set.

Properties
**Frontier orbital gap**: 0.4305 hartree
**F_max**: 0.04104 Eh/bohr
**Energy relative to the best compared isomer or geometry (same formula, charge and spin)**: 383.68 kJ/mol
**E_LUMO**: 0.43 eV
**Structure (SMILES)**: c1cnon1.O
**Highest occupied orbital energy**: -11.29 eV

The geometry in ORCA input format:
```
! wB97M-V def2-TZVPD RIJCOSX def2/J DEFGRID3
* xyz 0 1
C 1.60871 0.28329 -0.64672
C 0.74262 1.14485 0.10284
H 2.50277 0.47482 -1.25103
H 0.63223 2.20440 0.10780
H -3.34885 0.75004 -0.35976
H -2.06314 0.12991 -0.16152
N 0.00923 0.41502 0.84122
N 1.31450 -0.94624 -0.35167
O 0.31214 -0.91062 0.57174
O -2.94928 -0.14055 -0.38411
*
```

***

[2]
4 unconnected molecules or ions with the total composition C4H7NO, computed with ωB97M-V with the def2-TZVPD basis set.

Properties
**Frontier orbital gap**: 0.3522 hartree
**F_max**: 0.02746 Eh/bohr
**Energy relative to the best compared isomer or geometry (same formula, charge and spin)**: 488.28 kJ/mol
**E_LUMO**: 0.10 eV
**Highest occupied orbital energy**: -9.49 eV

The geometry in ORCA input format:
```
! wB97M-V def2-TZVPD RIJCOSX def2/J DEFGRID3
* xyz 0 1
C 1.24317 -0.24111 -0.57484
C -0.11055 -0.29097 -0.89495
C -1.05162 0.14380 1.12275
O -0.44353 -0.51303 1.99385
C -0.79009 0.83476 -1.45718
N -1.39279 1.73343 -1.88396
H 1.87429 -1.10551 -0.76099
H 1.75414 0.71981 -0.59267
H 1.44416 -0.50823 0.90143
H -0.54895 -1.25732 -1.13257
H -1.99039 -0.23585 0.70453
H -0.85513 1.21945 0.99659
H 0.89966 -0.55229 1.57316
*
```

***

[3]
A molecular structure, C39H42Cl2F5N2STi, computed with ωB97M-V with the def2-TZVPD basis set.

Properties
**Frontier orbital gap (alpha / beta)**: 0.2048 / 0.2817 hartree
**F_max**: 0.01660 Eh/bohr
**Energy relative to the best compared isomer or geometry (same formula, charge and spin)**: 40.17 kJ/mol
**<S²>**: 2.03
**E_LUMO (alpha / beta)**: 2.60 / 2.60 eV
**Highest occupied orbital energy (alpha / beta)**: -2.97 / -5.07 eV

The geometry in ORCA input format:
```
! wB97M-V def2-TZVPD RIJCOSX def2/J DEFGRID3
* xyz -1 3
Ti 0.47221 0.56554 -1.06973
C 2.04121 4.56666 0.24964
C 0.89552 4.82191 -0.73025
C 1.08290 4.22031 -2.12042
C -0.47909 4.47639 -0.18733
C -1.39083 5.52871 -0.15397
C -2.67969 5.36887 0.31379
C -3.06612 4.12656 0.76925
C -2.19599 3.03861 0.75730
C -2.71606 1.73916 1.34711
C -2.66694 1.79307 2.87881
C -4.13693 1.42381 0.87288
C -0.88802 3.20179 0.25585
N 0.02571 2.06970 0.28270
C 0.54818 1.92184 1.51210
C 1.37602 0.88363 2.02776
C 1.99098 1.17505 3.27304
C 2.76127 0.27257 3.95662
C 2.93463 -1.00901 3.41990
C 2.33685 -1.33847 2.22577
C 1.56601 -0.42330 1.47941
N 0.95718 -0.80933 0.28911
C 0.59259 -2.20161 0.23670
C -0.50400 -2.63800 1.01443
C -0.84576 -3.98420 1.02394
C -0.14442 -4.91254 0.27760
C 0.91683 -4.48455 -0.49364
C 1.30419 -3.14656 -0.52863
C 2.51732 -2.79042 -1.36009
C 2.54571 -3.54427 -2.69290
C 3.82475 -3.06952 -0.61137
C -1.32801 -1.69431 1.86856
C -1.03525 -1.88821 3.35911
C -2.81991 -1.86937 1.59136
H 2.98295 4.90146 -0.19097
H 2.15387 3.52036 0.50883
H 1.87354 5.13447 1.16876
H 0.87532 5.90732 -0.87161
H 0.82474 3.16473 -2.13709
H 2.11398 4.30285 -2.46487
H 0.42726 4.72293 -2.83498
H -1.06491 6.50042 -0.50708
H -3.36974 6.20367 0.32929
H -4.06751 3.99046 1.15534
H -2.07076 0.93191 1.00736
H -3.25700 2.63641 3.24942
H -1.64616 1.90485 3.24404
H -3.08057 0.88009 3.31174
H -4.21513 1.50328 -0.21139
H -4.40638 0.40507 1.14962
H -4.87242 2.09094 1.32936
H 0.35928 2.73833 2.20653
H 1.83070 2.16437 3.68855
H 3.21568 0.54658 4.90029
H 3.52574 -1.75077 3.94327
H 2.43839 -2.34567 1.84914
H -1.68323 -4.31242 1.62854
H -0.42782 -5.95810 0.29262
H 1.46886 -5.20707 -1.08266
H 2.46438 -1.72543 -1.55925
H 2.86915 -4.57929 -2.55197
H 3.25448 -3.07198 -3.37280
H 1.56628 -3.56259 -3.17127
H 3.85570 -4.11346 -0.28495
H 3.94293 -2.42906 0.25946
H 4.67809 -2.89290 -1.26962
H -1.04926 -0.67614 1.59893
H -1.30277 -2.90140 3.67439
H -1.62270 -1.18456 3.95429
H 0.01872 -1.72808 3.58452
H -3.15684 -2.88071 1.83151
H -3.05173 -1.66614 0.54424
H -3.40045 -1.18424 2.20992
Cl 0.46152 -0.93558 -3.34816
C -1.09595 -1.72540 -3.34530
C -1.21745 -2.87051 -4.10932
C -2.43743 -3.52396 -4.15247
C -3.50663 -3.00901 -3.43761
C -3.34999 -1.85744 -2.68638
Cl -4.74339 -1.27114 -1.82492
C -2.13135 -1.16223 -2.59146
S -1.96334 0.26267 -1.60112
H -0.36009 -3.23862 -4.65627
H -2.55302 -4.42745 -4.73566
H -4.47232 -3.49521 -3.45103
F 2.98245 2.17877 -1.14014
C 2.55839 1.11562 -1.93850
F 2.26144 1.70543 -3.18681
C 3.87196 0.39745 -2.23315
F 3.70702 -0.56722 -3.15949
F 4.37883 -0.16849 -1.12800
F 4.82167 1.22136 -2.71809
*
```

***

[4]
A molecular structure, C8H9N3S, computed with ωB97M-V with the def2-TZVPD basis set.

Properties
**Frontier orbital gap**: 0.3180 hartree
**F_max**: 0.00901 Eh/bohr
**Energy relative to the best compared isomer or geometry (same formula, charge and spin)**: 0.00 kJ/mol
**E_LUMO**: -0.38 eV
**Highest occupied orbital energy**: -9.03 eV

The geometry in ORCA input format:
```
! wB97M-V def2-TZVPD RIJCOSX def2/J DEFGRID3
* xyz 0 1
N -1.68683 2.79434 -0.39092
C -1.68980 1.47757 -1.05374
C -0.24548 1.05565 -1.36142
C 0.28391 -0.02049 -0.45620
C -0.35469 -1.31196 -0.47340
C 0.04363 -2.33827 0.30981
C 1.13771 -2.11978 1.18213
N 1.66266 -2.99020 2.04926
S 2.90036 -2.25276 2.74170
N 2.78405 -0.79063 2.09426
C 1.77993 -0.84327 1.21231
C 1.33651 0.20669 0.37308
H -1.26727 2.68239 0.52748
H -2.64408 3.07637 -0.20889
H -2.27298 1.56034 -1.96802
H -2.17699 0.71589 -0.43765
H -0.15934 0.72851 -2.39796
H 0.37341 1.94552 -1.26301
H -1.18256 -1.44720 -1.15680
H -0.45487 -3.29468 0.27381
H 1.83272 1.16595 0.40417
*
```

***

Values for DFT total energy, eV, ordered as above
-9211.246, -7794.584, -116692.796, -23747.377